(1)
{"formula": "C3H3LuO3", "method": "the ωB97M-V functional and the def2-TZVPD basis", "symbols": ["O", "Lu", "O", "C", "O", "C", "H", "C", "H", "H"], "xyz": [[0.172, 0.184, 1.120], [4.259, 1.472, 1.730], [2.320, 0.745, 0.694], [1.203, 0.390, 0.551], [0.362, -0.195, -1.478], [-0.759, -0.512, -1.358], [-2.270, -0.674, -1.317], [-1.588, -0.467, -0.180], [-1.639, -1.463, 0.290], [-2.061, 0.521, -0.051]], "forces_ev_per_a": [[4.22, 0.70, -2.99], [-1.21, -0.50, -0.88], [5.26, 1.47, -0.27], [-7.05, -1.19, 5.25], [-1.64, -1.26, -3.57], [3.71, 2.76, 6.53], [-1.12, -0.46, 0.27], [-1.38, -1.62, -4.89], [-0.73, 0.39, 0.16], [-0.07, -0.30, 0.38]], "lowdin_charge": [0.307, 2.785, 0.004, -0.224, 0.271, 0.046, 0.300, 0.146, 0.181, 0.184], "e_above_lowest_ev": 6.286, "charge": 4, "orbital_gap_ev": 5.34, "e_tot_ev": -42861.2834, "lumo_ev": -21.59, "homo_ev": -26.9292}


(2)
{"formula": "C48H57Cl2N5O2PbS2", "method": "the ωB97M-V functional and the def2-TZVPD basis", "symbols": ["Pb", "C", "C", "C", "C", "C", "C", "C", "C", "C", "C", "C", "C", "H", "H", "H", "H", "H", "H", "H", "H", "H", "H", "H", "H", "H", "H", "H", "H", "H", "H", "C", "C", "C", "C", "C", "C", "C", "C", "C", "C", "C", "C", "N", "C", "O", "C", "C", "C", "C", "C", "N", "C", "O", "N", "C", "C", "C", "C", "C", "C", "C", "C", "C", "C", "C", "C", "H", "H", "H", "H", "H", "H", "H", "H", "H", "H", "H", "H", "H", "H", "H", "H", "H", "H", "H", "H", "H", "H", "H", "H", "H", "H", "H", "H", "H", "H", "H", "H", "H", "H", "H", "H", "H", "S", "C", "S", "C", "C", "N", "C", "N", "Cl", "C", "Cl", "H", "H"], "xyz": [[0.052, -0.458, -0.205], [-2.673, 3.323, 2.842], [-1.242, 2.829, 2.858], [-0.864, 1.701, 3.597], [-1.779, 1.070, 4.624], [0.408, 1.148, 3.405], [0.796, -0.148, 4.075], [1.329, 1.772, 2.561], [2.653, 1.110, 2.269], [1.020, 3.007, 1.985], [2.078, 3.766, 1.221], [-0.280, 3.510, 2.098], [-0.632, 4.817, 1.422], [-2.784, 4.289, 3.345], [-3.358, 2.618, 3.302], [-3.021, 3.440, 1.814], [-2.084, 0.061, 4.345], [-2.677, 1.658, 4.792], [-1.261, 0.997, 5.583], [1.818, -0.113, 4.460], [0.743, -0.981, 3.367], [0.137, -0.410, 4.897], [3.426, 1.381, 2.997], [3.013, 1.393, 1.281], [2.557, 0.025, 2.281], [2.074, 3.519, 0.154], [3.074, 3.541, 1.602], [1.931, 4.842, 1.309], [-0.426, 5.666, 2.085], [-1.685, 4.863, 1.153], [-0.058, 4.965, 0.511], [2.474, -3.389, 2.844], [1.267, -4.008, 2.133], [1.326, -5.538, 2.183], [-0.051, -3.504, 2.693], [-0.313, -3.642, 4.051], [-1.507, -3.200, 4.600], [-2.460, -2.622, 3.776], [-2.240, -2.471, 2.410], [-3.330, -1.909, 1.516], [-4.481, -2.909, 1.383], [-3.835, -0.545, 1.982], [-1.022, -2.907, 1.867], [-0.750, -2.654, 0.506], [-0.777, -3.671, -0.344], [-1.067, -4.854, -0.123], [-0.350, -3.300, -1.751], [-0.525, -4.200, -2.789], [-0.094, -3.840, -4.053], [0.538, -2.620, -4.239], [0.694, -1.783, -3.150], [0.244, -2.124, -1.941], [1.438, -0.469, -3.302], [1.999, -0.248, -4.386], [1.425, 0.282, -2.211], [2.174, 1.474, -2.250], [1.537, 2.680, -2.564], [2.268, 3.865, -2.524], [3.615, 3.870, -2.201], [4.248, 2.667, -1.921], [3.551, 1.464, -1.946], [4.305, 0.155, -1.764], [5.155, -0.118, -3.013], [5.163, 0.105, -0.492], [0.088, 2.696, -3.009], [-0.781, 3.591, -2.127], [-0.010, 3.107, -4.480], [3.403, -3.775, 2.417], [2.474, -3.621, 3.912], [2.479, -2.302, 2.741], [1.315, -3.707, 1.087], [1.247, -5.891, 3.216], [2.271, -5.902, 1.770], [0.503, -5.957, 1.604], [0.431, -4.100, 4.695], [-1.694, -3.310, 5.662], [-3.404, -2.293, 4.198], [-2.906, -1.788, 0.519], [-4.939, -3.110, 2.358], [-4.123, -3.853, 0.968], [-5.246, -2.513, 0.712], [-4.286, -0.600, 2.979], [-4.593, -0.173, 1.293], [-3.026, 0.188, 2.001], [-1.011, -5.139, -2.572], [-0.244, -4.509, -4.892], [0.914, -2.286, -5.195], [1.771, 4.799, -2.764], [4.169, 4.801, -2.172], [5.310, 2.666, -1.700], [3.557, -0.634, -1.695], [5.905, 0.668, -3.144], [4.518, -0.145, -3.897], [5.676, -1.075, -2.921], [5.637, 1.065, -0.279], [5.955, -0.640, -0.595], [4.566, -0.166, 0.379], [-0.304, 1.682, -2.925], [-0.544, 4.650, -2.277], [-0.639, 3.349, -1.074], [-1.838, 3.435, -2.350], [0.393, 4.112, -4.636], [-1.058, 3.116, -4.792], [0.541, 2.412, -5.116], [-3.249, -1.955, -2.149], [-3.485, -0.386, -1.601], [-2.159, 0.658, -1.093], [-4.752, 0.230, -1.557], [-4.952, 1.572, -1.114], [-5.161, 2.656, -0.772], [-5.931, -0.455, -1.976], [-6.920, -0.965, -2.286], [-1.927, -0.638, -4.971], [-1.848, 0.220, -6.496], [-0.561, -0.377, -7.584], [-1.645, 1.265, -6.298], [-2.792, 0.092, -7.010]], "forces_ev_per_a": [[0.06, -0.08, 0.12], [0.06, -0.01, -0.01], [-0.03, 0.04, 0.01], [-0.02, -0.03, 0.01], [-0.03, 0.04, -0.06], [0.04, -0.09, 0.05], [-0.03, 0.04, -0.01], [-0.01, 0.02, 0.07], [-0.01, 0.07, -0.01], [-0.10, -0.04, -0.07], [-0.02, -0.04, 0.01], [0.04, 0.06, -0.01], [-0.02, -0.08, 0.02], [-0.01, -0.01, -0.01], [0.00, 0.00, 0.03], [0.02, 0.02, -0.02], [0.00, -0.03, -0.04], [0.00, -0.01, 0.00], [-0.01, 0.00, 0.00], [0.00, 0.00, -0.01], [-0.02, 0.02, 0.01], [0.01, 0.00, -0.01], [0.00, -0.01, 0.00], [0.03, -0.02, -0.02], [0.01, 0.00, -0.01], [0.00, 0.00, 0.01], [0.00, 0.01, -0.02], [0.02, 0.00, -0.01], [-0.01, -0.01, 0.00], [0.01, 0.00, -0.01], [-0.01, 0.01, -0.03], [-0.01, 0.00, -0.03], [0.00, -0.02, 0.02], [-0.03, 0.07, 0.00], [0.00, 0.02, -0.02], [-0.07, 0.01, 0.01], [0.03, 0.00, -0.03], [-0.01, -0.02, -0.01], [-0.11, 0.03, 0.03], [0.08, 0.00, 0.03], [0.01, 0.00, 0.00], [0.01, -0.03, 0.08], [0.08, 0.08, 0.01], [0.14, -0.01, -0.08], [-0.05, -0.04, -0.10], [0.02, 0.00, 0.09], [0.08, 0.02, 0.06], [0.01, -0.03, -0.02], [0.05, 0.03, -0.01], [0.06, -0.13, 0.02], [0.03, -0.02, 0.11], [-0.02, -0.01, -0.10], [-0.04, -0.12, -0.01], [0.02, 0.08, -0.01], [0.04, -0.15, -0.01], [0.13, -0.10, 0.06], [-0.08, 0.18, -0.07], [0.00, 0.00, -0.01], [-0.04, -0.04, 0.04], [-0.05, 0.03, -0.03], [-0.03, -0.06, 0.03], [0.02, 0.06, 0.00], [-0.05, 0.05, 0.03], [-0.04, 0.02, -0.04], [0.02, 0.00, -0.02], [0.02, 0.04, -0.07], [-0.05, 0.00, 0.03], [0.00, 0.01, 0.00], [0.01, -0.01, 0.00], [0.00, -0.03, 0.01], [-0.01, -0.01, -0.03], [0.02, -0.01, 0.00], [-0.01, 0.00, 0.00], [-0.01, -0.01, 0.01], [0.00, -0.01, 0.00], [0.00, 0.00, 0.00], [0.00, 0.01, 0.00], [-0.03, 0.00, 0.07], [-0.01, 0.00, 0.00], [0.00, 0.01, 0.01], [0.03, -0.01, -0.01], [0.01, 0.01, 0.01], [-0.03, 0.01, -0.04], [0.02, 0.02, 0.03], [0.01, 0.00, 0.01], [-0.01, 0.00, 0.00], [-0.02, 0.01, 0.00], [-0.01, 0.01, 0.00], [0.00, 0.00, -0.01], [0.00, -0.01, 0.00], [-0.02, -0.07, -0.01], [0.01, -0.02, 0.00], [0.00, 0.02, -0.01], [-0.01, 0.00, -0.01], [0.05, -0.01, -0.03], [-0.03, -0.03, 0.02], [-0.04, 0.06, 0.03], [0.05, 0.05, 0.01], [0.03, 0.02, 0.03], [-0.02, 0.00, 0.06], [0.03, 0.03, 0.00], [0.00, 0.00, -0.02], [-0.03, 0.00, -0.02], [0.04, -0.02, 0.00], [-0.07, -0.04, -0.03], [-0.04, 0.10, -0.12], [-0.04, 0.05, 0.05], [-0.10, 0.06, 0.03], [0.05, -0.20, -0.08], [0.00, 0.01, 0.03], [0.15, 0.04, 0.08], [-0.01, 0.02, -0.02], [-0.12, 0.07, -0.02], [-0.01, 0.03, 0.04], [-0.04, 0.00, 0.03], [0.06, 0.03, -0.02], [0.01, 0.01, -0.05]], "lowdin_charge": [1.134, -0.043, -0.171, -0.173, -0.045, -0.193, -0.034, -0.222, -0.068, -0.182, -0.033, -0.180, -0.050, 0.084, 0.057, 0.077, 0.061, 0.062, 0.079, 0.083, 0.063, 0.062, 0.093, 0.055, 0.044, 0.071, 0.075, 0.073, 0.087, 0.069, 0.056, -0.064, -0.366, -0.063, -0.150, -0.066, -0.098, -0.061, -0.122, -0.378, -0.052, -0.063, -0.184, -0.068, -0.533, 0.014, -0.242, -0.016, -0.045, -0.048, -0.207, 0.043, -0.520, 0.001, -0.051, -0.183, -0.137, -0.063, -0.104, -0.063, -0.135, -0.357, -0.063, -0.063, -0.380, -0.090, -0.059, 0.073, 0.070, 0.054, 0.121, 0.071, 0.071, 0.071, 0.101, 0.090, 0.105, 0.050, 0.071, 0.082, 0.074, 0.071, 0.071, 0.061, 0.115, 0.104, 0.101, 0.105, 0.090, 0.100, 0.121, 0.073, 0.070, 0.070, 0.064, 0.068, 0.059, 0.074, 0.074, 0.054, 0.069, 0.070, 0.071, 0.080, 0.565, -1.168, 0.458, -0.427, -0.318, 0.105, -0.299, 0.102, 0.608, -1.001, 0.468, -0.001, 0.017], "charge": -2, "orbital_gap_ev": 6.38, "e_tot_ev": -114216.6589, "lumo_ev": 4.08, "homo_ev": -2.2928}


(3)
{"formula": "C18H66N10O15", "method": "the ωB97M-V functional and the def2-TZVPD basis", "symbols": ["C", "C", "O", "H", "H", "H", "H", "H", "H", "C", "C", "O", "H", "H", "H", "H", "H", "H", "C", "C", "O", "H", "H", "H", "H", "H", "H", "C", "O", "N", "N", "H", "H", "H", "H", "C", "O", "N", "N", "H", "H", "H", "H", "C", "O", "N", "N", "H", "H", "H", "H", "C", "O", "N", "N", "H", "H", "H", "H", "C", "O", "N", "N", "H", "H", "H", "H", "C", "O", "H", "H", "H", "H", "C", "O", "H", "H", "H", "H", "C", "O", "H", "H", "H", "H", "C", "O", "H", "H", "H", "H", "C", "O", "H", "H", "H", "H", "C", "O", "H", "H", "H", "H", "C", "O", "H", "H", "H", "H"], "xyz": [[-3.741, 4.090, 2.521], [-2.380, 3.638, 3.086], [-1.573, 3.076, 2.033], [-4.185, 3.372, 1.777], [-3.679, 5.102, 2.032], [-4.421, 4.356, 3.301], [-2.511, 2.803, 3.816], [-1.850, 4.417, 3.588], [-0.739, 2.770, 2.475], [-4.681, -0.379, -2.790], [-3.476, 0.081, -1.930], [-2.502, 0.528, -2.856], [-4.439, -1.324, -3.291], [-5.024, 0.484, -3.446], [-5.520, -0.629, -2.145], [-3.183, -0.739, -1.306], [-3.616, 0.886, -1.278], [-2.490, 1.485, -2.842], [1.004, 1.292, -3.705], [1.482, -0.135, -3.556], [1.044, -0.865, -4.659], [-0.008, 1.349, -4.027], [1.563, 1.906, -4.310], [0.936, 1.786, -2.769], [1.033, -0.551, -2.676], [2.558, -0.245, -3.367], [0.109, -1.027, -4.495], [-1.514, -2.529, -3.505], [-1.824, -2.506, -2.137], [-1.731, -1.560, -4.318], [-1.243, -3.595, -4.157], [-1.976, -0.694, -3.751], [-1.710, -1.528, -5.365], [-1.161, -4.460, -3.570], [-1.184, -3.597, -5.222], [-1.903, 3.243, -1.450], [-0.512, 3.246, -1.331], [-2.754, 3.384, -0.442], [-2.483, 3.077, -2.605], [-2.345, 3.350, 0.458], [-3.760, 3.193, -0.499], [-1.831, 3.183, -3.415], [-3.415, 3.375, -2.827], [-1.793, -3.584, 0.945], [-2.252, -4.663, 0.244], [-1.527, -2.437, 0.474], [-1.608, -3.567, 2.216], [-1.668, -2.303, -0.529], [-0.797, -1.776, 0.799], [-1.515, -4.390, 2.793], [-1.662, -2.706, 2.850], [1.673, -4.113, 2.927], [1.041, -4.904, 3.838], [1.064, -3.340, 2.120], [2.945, -3.933, 2.790], [-0.001, -3.439, 2.027], [1.541, -2.604, 1.598], [3.514, -4.515, 3.368], [3.300, -3.433, 1.954], [2.436, -0.779, 4.477], [2.674, 0.328, 5.204], [1.214, -1.064, 3.985], [3.257, -1.719, 4.251], [0.580, -0.276, 4.068], [0.939, -1.857, 3.404], [4.263, -1.592, 4.504], [3.008, -2.531, 3.715], [3.236, -1.169, -0.262], [2.842, -1.424, 1.072], [4.303, -0.729, -0.262], [2.546, -0.541, -0.815], [3.409, -2.168, -0.772], [2.675, -0.524, 1.408], [2.047, 4.482, 0.720], [1.123, 3.429, 0.684], [2.457, 4.498, 1.771], [1.761, 5.493, 0.475], [2.800, 4.295, 0.043], [0.573, 3.432, -0.129], [-0.197, 0.377, -0.251], [0.217, -0.462, 0.820], [-0.486, -0.086, -1.196], [0.661, 1.051, -0.430], [-1.111, 0.928, -0.002], [0.452, 0.063, 1.577], [-3.321, 0.498, 1.837], [-3.540, -0.726, 1.134], [-3.658, 1.300, 1.162], [-2.217, 0.528, 2.038], [-3.879, 0.637, 2.763], [-2.762, -1.289, 1.087], [3.641, 1.517, 1.944], [2.251, 1.236, 1.960], [4.198, 1.138, 1.111], [4.092, 1.085, 2.858], [3.775, 2.548, 2.056], [1.833, 2.075, 1.707], [3.717, 2.334, -1.596], [4.626, 1.261, -1.344], [2.797, 2.097, -1.130], [3.561, 2.397, -2.675], [4.136, 3.245, -1.138], [5.411, 1.593, -0.883], [1.125, -3.679, -1.399], [1.857, -4.213, -0.326], [0.259, -4.241, -1.630], [1.563, -3.616, -2.375], [0.857, -2.636, -1.184], [1.377, -3.948, 0.508]], "forces_ev_per_a": [[0.71, 1.04, -1.21], [-0.98, -1.87, -0.19], [0.95, 0.13, 1.09], [0.36, 0.58, 1.12], [0.43, -1.02, -0.08], [-0.59, -0.60, 0.74], [-0.28, 0.69, -0.23], [0.24, 0.80, 0.24], [-0.90, 0.50, -1.03], [-0.40, 1.14, 0.81], [-1.13, -1.06, -1.91], [1.06, -1.31, 0.00], [0.11, 0.61, -0.32], [0.50, -1.34, 0.37], [-0.21, 0.03, 0.19], [0.74, -0.39, -0.06], [-1.04, 1.29, 1.14], [0.06, 0.05, 0.00], [-0.34, -0.77, 1.64], [-0.14, 0.71, 0.32], [0.50, -0.92, -0.93], [-1.02, -0.43, -0.65], [1.52, 1.15, -1.72], [0.26, 0.49, 1.20], [-0.36, -0.30, 0.78], [-0.10, 0.16, -0.60], [0.03, -0.05, -0.16], [-2.91, -0.68, 6.41], [1.98, 0.23, -7.03], [-0.90, 6.08, -0.85], [1.65, -5.88, -1.16], [0.01, -0.35, -1.44], [0.00, -0.47, 1.87], [-0.05, 1.03, -1.37], [0.03, -0.31, 2.56], [6.17, 0.67, 3.06], [-7.03, 0.06, -1.05], [-0.42, 0.01, -0.03], [0.97, 0.58, -5.07], [0.57, 0.00, 1.30], [0.93, 0.15, -0.31], [-0.76, -0.07, 1.01], [-0.28, 0.19, 0.42], [-3.93, -7.59, -5.03], [2.43, 4.96, 3.48], [0.97, 4.84, -3.95], [0.19, -0.15, 7.86], [0.01, -0.41, -0.06], [-0.41, -0.72, 0.41], [-0.39, -0.42, -0.37], [-0.05, -1.58, -1.90], [-3.91, -5.24, 5.64], [3.14, 3.43, -4.12], [-5.47, 2.57, -3.10], [4.29, -0.97, -0.19], [2.01, 0.21, 0.54], [0.17, 0.08, 0.06], [0.68, -0.25, -0.09], [-0.08, -0.76, 0.87], [-1.51, 6.09, 3.76], [-0.88, -4.34, -3.32], [-2.18, 1.63, -0.08], [5.61, -1.68, 0.43], [0.05, -0.49, 0.04], [0.51, 0.44, 0.45], [-1.64, -0.14, -0.20], [0.21, 0.06, 0.08], [3.10, -1.57, -0.76], [0.00, 0.59, 0.03], [-1.85, -0.26, -0.08], [-0.11, 0.09, -0.01], [-0.75, 1.13, 0.48], [-0.33, -0.51, 0.43], [-0.01, 0.11, 2.39], [-0.39, 0.13, 0.38], [-0.22, 0.14, -1.09], [-1.17, 0.33, 0.07], [2.07, -0.53, -1.27], [-0.29, 0.01, 0.10], [0.39, 1.48, 0.08], [-0.75, -1.08, -0.78], [0.47, -0.99, 0.34], [-0.75, 0.05, -0.23], [0.29, 0.30, 0.32], [0.49, 0.57, 0.38], [1.29, -0.79, -0.99], [-1.53, 0.76, 0.67], [0.50, 0.00, 0.22], [-0.98, 0.71, 0.00], [-0.10, -0.54, 0.16], [0.34, -0.09, 0.03], [0.45, -1.20, 2.02], [-0.02, -0.01, -0.30], [-0.13, -0.23, -0.83], [-0.27, 0.02, -0.33], [0.42, 1.71, -0.13], [-0.40, -0.21, -0.48], [1.56, 0.01, -0.06], [0.63, 0.08, 0.06], [-1.16, -0.12, 0.57], [0.08, 0.40, 0.12], [-0.42, -0.07, -0.60], [-0.45, -0.10, -0.37], [-0.46, 1.29, 0.28], [0.20, 0.01, 0.41], [-1.40, -0.59, 0.41], [1.62, -0.26, -0.28], [-0.35, -0.12, 0.00], [0.62, -0.78, -1.47]], "lowdin_charge": [-0.080, -0.261, -0.148, 0.065, 0.091, 0.062, 0.121, 0.104, 0.116, -0.049, -0.282, -0.134, 0.073, 0.090, 0.067, 0.076, 0.069, -0.007, -0.066, -0.304, -0.075, 0.056, 0.050, 0.031, 0.071, 0.124, 0.016, -0.605, -0.112, 0.134, 0.170, 0.086, 0.166, 0.155, 0.165, -0.505, -0.090, 0.207, 0.146, 0.036, 0.132, 0.170, 0.144, -0.658, -0.075, 0.144, 0.129, 0.054, 0.080, 0.133, 0.180, -0.656, -0.082, 0.097, 0.152, 0.083, 0.077, 0.139, 0.141, -0.663, -0.112, 0.164, 0.182, 0.105, 0.067, 0.158, 0.027, -0.127, -0.168, 0.095, 0.060, 0.103, 0.038, -0.140, -0.159, 0.108, 0.082, 0.021, 0.022, -0.097, -0.142, 0.074, 0.075, 0.072, 0.051, -0.143, -0.129, 0.046, 0.080, 0.077, 0.003, -0.111, -0.137, 0.056, 0.096, 0.063, 0.044, -0.123, -0.153, 0.043, 0.083, 0.086, 0.086, -0.179, -0.120, 0.050, 0.075, 0.065, 0.038], "e_above_lowest_ev": 0.642, "orbital_gap_ev": 8.37, "e_tot_ev": -65344.4261, "lumo_ev": -0.25, "homo_ev": -8.6254}